45
Properties=species:S:1:pos:R:3 method="wB97M-V/def2-TZVPD" e_above_lowest_kj_mol=0.00 lumo_ev=2.6 total_charge=-1 homo_energy_ev=-4.2
H 6.038 -1.420 -0.580
O -0.065 -4.108 0.305
H -1.880 -4.968 0.696
H 4.920 -2.771 -0.585
H -1.952 3.990 0.812
H -2.219 -2.915 -0.391
C 3.970 -0.851 -0.867
H 1.482 0.279 -0.779
H -2.972 -0.015 1.350
H -2.044 1.079 2.451
C 5.135 -1.811 -1.048
H -1.878 1.074 -3.006
Cl -0.066 4.477 2.125
H 2.598 -2.514 -1.116
C -1.540 6.053 0.449
H -0.706 1.204 -1.865
H 5.360 -1.975 -2.098
C -2.180 0.721 1.432
C -1.634 4.869 1.372
C 2.620 -1.438 -1.274
H -2.349 5.043 2.172
O 0.282 -1.387 -0.883
H -0.744 5.922 -0.278
H -0.483 -5.273 1.910
C -1.077 -4.600 1.316
C -1.753 -2.284 0.366
H -0.280 -0.154 1.703
C -0.858 0.243 0.863
Cl -1.229 7.587 1.319
H -2.261 -1.246 -2.129
C -1.970 -0.381 -1.527
F -2.621 1.854 0.701
C 1.471 -0.790 -0.520
B -1.018 -0.938 -0.284
H 3.925 -0.524 0.172
H -2.462 -2.030 1.162
H 2.466 -1.233 -2.331
H -0.369 1.146 0.498
C -0.729 -3.172 1.068
N -1.244 0.551 -2.418
H 4.173 0.045 -1.452
H 1.682 -0.891 0.555
H -2.897 0.071 -1.148
H -0.159 -2.696 1.859
H -2.484 6.177 -0.078